# C5H11OP

An isolated molecule of C5H11OP (ωB97M-V/def2-TZVPD, OMol25).

- SMILES: C=C[P@@H](=O)C(C)C
- Energy: -613.551959 Eh
- Orbital gap: 9.38 eV
- HOMO energy: -8.76 eV
- Maximum force: 0.14902 Eh/bohr

XYZ file:
```
18
C5H11OP (ωB97M-V/def2-TZVPD)
C 0.378 0.695 0.480
H 1.717 2.446 -0.006
H -1.202 0.437 -1.617
H 0.967 -1.377 0.910
O -2.420 1.965 0.250
C -2.363 -1.997 -0.253
H 0.283 1.065 1.453
H -2.168 -1.923 -1.263
P -1.256 0.521 -0.233
H 2.264 -0.155 0.923
H 0.210 2.818 -0.261
C 0.881 1.961 -0.305
H 1.667 -0.523 -0.564
C 1.426 -0.378 0.404
C -1.876 -0.995 0.425
H 1.136 1.741 -1.287
H -2.757 -2.876 0.325
H -2.050 -1.074 1.432
```

Löwdin population analysis, charges in e, atoms 1 to 6: -0.512, 0.040, 0.043, 0.135, -0.562, -0.023

# C8H11N2O2S

The ion C8H11N2O2S with charge +1 (ωB97M-V/def2-TZVPD, OMol25).

- Energy: -969.147577 Eh
- Orbital gap: 7.91 eV
- HOMO energy: -12.33 eV
- Maximum force: 0.09017 Eh/bohr
- Total charge: +1

XYZ file:
```
24
C8H11N2O2S (ωB97M-V/def2-TZVPD)
H -1.331 -3.965 0.391
C 0.668 0.312 -3.325
H 1.415 -0.279 -2.894
H 0.995 1.193 -3.905
C -1.378 -3.103 1.175
S 2.082 1.932 -1.128
H -0.022 -0.357 -3.883
H -2.410 -0.116 1.471
H -1.365 -1.632 -0.237
N 1.234 1.304 0.389
C -0.084 1.379 2.209
H 0.401 -0.482 -0.378
H -1.306 -3.387 2.171
O 2.918 0.833 -1.512
O 0.535 1.922 -1.729
H -1.501 -0.869 2.747
C -0.044 0.863 -2.098
H 1.500 2.965 1.621
N -0.396 0.267 1.417
H -0.497 1.537 3.195
C 0.443 0.266 0.357
C -1.464 -0.736 1.652
C -1.335 -1.843 0.759
C 0.942 1.998 1.536
```

Löwdin population analysis, charges in e, atoms 1 to 6: 0.118, -0.058, 0.053, 0.106, 0.081, 1.142

# C3H4O2

A structure of composition C3H4O2 (ωB97M-V/def2-TZVPD, OMol25).

- Expectation value of S²: 2.011
- Energy: -266.946920 Eh
- Orbital gap (alpha / beta): 6.83 / 9.57 eV
- 2S+1: 3
- HOMO energy (alpha / beta): -5.84 / -11.45 eV
- Maximum force: 0.08018 Eh/bohr

XYZ file:
```
9
C3H4O2 (ωB97M-V/def2-TZVPD)
H 1.015 -1.184 -1.018
H -1.038 -0.548 0.439
O -0.573 1.168 2.473
O -0.076 0.625 -1.171
C 0.033 1.485 1.510
H 0.597 2.306 1.102
H 1.913 0.457 -0.503
C 0.972 -0.157 -0.567
C -0.288 0.113 0.111
```

Löwdin population analysis, charges in e, atoms 1 to 6: 0.122, 0.118, 0.021, -0.028, -0.216, 0.087

# C15H40BCuF4O15S5

A structure of composition C15H40BCuF4O15S5 (ωB97M-V/def2-TZVPD, OMol25).

- Expectation value of S²: 0.751
- Energy: -5779.681670 Eh
- Orbital gap (alpha / beta): 7.62 / 3.90 eV
- 2S+1: 2
- HOMO energy (alpha / beta): -12.52 / -12.52 eV
- Maximum force: 0.06682 Eh/bohr
- Total charge: +1

XYZ file:
```
81
C15H40BCuF4O15S5 (ωB97M-V/def2-TZVPD)
O -8.331 -11.643 8.460
H -2.108 -13.869 16.130
H -0.193 -10.795 9.240
O -8.241 -13.867 9.488
H -1.734 -11.720 9.441
H 0.113 -8.014 10.684
F -4.067 -12.390 10.029
S -7.198 -12.566 14.012
C 0.275 -14.481 12.139
H -9.227 -16.237 10.444
H -3.759 -17.539 12.974
H -7.761 -16.597 11.392
C -8.154 -16.067 10.527
Cu -5.306 -10.743 11.361
O -3.146 -10.176 11.170
C -3.391 -12.296 15.407
H -0.727 -5.938 11.308
O -6.182 -13.720 14.556
H 0.040 -15.099 11.267
H -6.427 -14.563 16.437
S -1.709 -17.208 13.944
H 1.353 -14.505 12.274
H -7.777 -16.562 9.629
O -3.801 -10.981 15.898
H -7.417 -12.163 16.331
H -6.616 -14.557 10.702
C -6.120 -16.082 14.880
O -4.175 -8.585 15.487
H -5.563 -13.744 8.709
H -6.311 -16.272 13.826
O -0.430 -16.343 13.452
H -5.043 -16.086 15.080
O -1.312 -18.562 13.672
H -0.355 -7.877 8.953
H -1.653 -14.568 13.186
H -1.688 -5.734 9.864
C -6.664 -14.764 15.392
H -0.392 -14.537 14.258
O -6.585 -11.791 12.966
O -4.231 -10.226 13.573
F -3.577 -14.556 10.675
H -0.030 -13.484 11.812
H -1.568 -9.558 15.739
H -2.722 -16.704 11.718
C -0.764 -6.178 10.246
C -0.645 -7.659 9.983
H -1.525 -10.146 8.434
H 0.004 -5.583 9.752
C -0.622 -14.929 13.253
C -7.706 -14.612 10.593
C -1.279 -10.742 9.312
C -7.229 -11.516 15.473
C -2.160 -12.779 16.188
C -6.119 -13.072 8.054
H -6.431 -16.972 15.431
H -3.415 -15.742 12.938
H -6.330 -10.918 15.584
C -1.894 -9.646 14.704
O -6.809 -11.968 10.393
H -1.349 -10.373 14.113
H -2.203 -12.552 17.250
H -6.553 -13.478 7.151
S -7.438 -12.493 9.183
S -1.784 -9.834 10.796
O -2.129 -16.830 15.271
S -3.673 -9.752 14.846
H -8.020 -14.166 11.542
B -3.561 -13.205 11.061
H -7.753 -14.831 15.301
H -4.235 -12.935 15.659
H -8.119 -10.883 15.484
C -3.046 -16.749 12.755
H -5.497 -12.186 7.945
O -0.756 -10.022 11.787
H -1.754 -8.669 14.235
O -1.887 -8.324 10.255
F -4.454 -13.045 12.122
H -1.265 -12.407 15.690
O -8.453 -13.212 13.797
H -3.232 -12.275 14.331
F -2.264 -12.823 11.392
```

Löwdin population analysis, charges in e, atoms 1 to 6: -0.233, 0.075, 0.088, -0.195, 0.058, 0.119